DFT (the ωB97M-V functional and the def2-TZVPD basis) results for a gas-phase ion, C7H9N2O2 (charge +1) at a distorted geometry.

Positions of all 20 atoms, in Å:
C -2.2208 1.4471 0.4830
C -3.2876 0.8412 -0.2830
C -1.0585 0.6973 0.7689
C -3.2000 -0.4372 -0.6770
C -1.0532 -0.5944 0.2212
C 1.9284 -0.2920 -0.0210
C 3.3950 -0.2285 -0.0906
N -2.1002 -1.1318 -0.4267
N -0.0225 -1.5959 0.4604
O 1.2950 -1.3800 0.1777
O 3.8267 1.0527 -0.3016
H -2.4427 2.2769 1.1254
H -4.1272 1.3659 -0.6205
H -0.1233 1.1379 1.1939
H -3.9951 -0.9248 -1.2095
H 1.5995 0.7424 0.1742
H 3.9243 -0.9431 -0.8876
H 3.5851 -0.6679 0.8347
H -0.4235 -2.4897 0.1224
H 4.5010 1.1235 -1.0443

The HOMO energy is -13.3 eV. The calculation puts the energy above the lowest of the compared OMol25 structures with the same formula, charge and spin at 543.4 kJ/mol. As for the total charge: +1.

natural (NBO) population analysis, charges in e, atoms 1 to 6: -0.13, -0.21, -0.27, 0.05, 0.27, 0.42

=====

DFT (the ωB97M-V functional and the def2-TZVPD basis) results for C9H7BrO in the gas phase at a distorted geometry.

Positions of all 18 atoms, in Å:
C 0.0014 -1.5396 -1.7360
C 0.7804 -0.4494 -2.1519
C -0.6045 -1.4987 -0.5041
C 0.9867 0.5949 -1.3063
C -0.4905 -0.4092 0.3721
C 0.4246 0.6483 0.0103
C -1.2673 -0.5208 1.5918
C -2.2724 0.1993 2.0877
C 0.8690 1.6101 0.9032
O 1.7469 2.5851 0.6707
Br -3.0986 -0.1189 3.7280
H -0.1140 -2.3964 -2.3807
H 1.2419 -0.4518 -3.1292
H -1.2269 -2.3260 -0.1956
H 1.6258 1.4028 -1.6385
H -1.1448 -1.5270 2.0105
H 0.5066 1.6230 1.9229
H 2.0356 2.5743 -0.2549

The HOMO energy (alpha / beta) is -8.9 / -6.7 eV. The calculation puts the energy above the lowest of the compared OMol25 structures with the same formula, charge and spin at 196.9 kJ/mol. As for the total charge: 0.

natural (NBO) population analysis, charges in e, atoms 1 to 6: -0.25, -0.20, -0.12, -0.22, -0.06, -0.14

=====

DFT (the ωB97M-V functional and the def2-TZVPD basis) results for C4H6N2OS in the gas phase at a distorted geometry.

Positions of all 14 atoms, in Å:
C 1.6969 -1.5005 -0.2608
C 0.8823 -1.2641 0.8101
C -0.3869 -0.3828 0.9091
O -1.0676 -0.4894 1.9352
N -0.6837 0.4805 -0.1392
N 0.3757 0.8208 -1.0035
C -1.7743 1.3210 0.0512
S -1.7511 2.6799 -0.7419
H 2.1232 -2.5417 -0.1255
H 1.6514 -1.1328 -1.4272
H 0.6897 -1.8494 1.6278
H 1.0019 1.6535 -0.5794
H -0.1072 1.4108 -1.8122
H -2.6502 0.7942 0.7563

The HOMO energy is -9.1 eV. The calculation puts the energy above the lowest of the compared OMol25 structures with the same formula, charge and spin at 467.7 kJ/mol. As for the total charge: 0.

natural (NBO) population analysis, charges in e, atoms 1 to 6: -0.34, -0.30, 0.65, -0.58, -0.33, -0.65

=====

DFT (the ωB97M-V functional and the def2-TZVPD basis) results for C3H8N2O2 in the gas phase.

Positions of all 15 atoms, in Å:
N -1.0720 -2.0777 -1.0743
C -0.1781 -1.0989 -0.6856
O 1.0194 -1.3397 -0.6175
N -0.7729 0.1095 -0.4045
C -0.1069 1.2506 0.2313
C 0.8820 0.9063 1.3465
O 2.1508 0.5414 0.8875
H -0.6716 -2.9993 -0.9709
H -2.0178 -2.0034 -0.7290
H -1.4581 0.3553 -1.1030
H -0.9142 1.8472 0.6726
H 0.4277 1.8780 -0.4908
H 0.4367 0.1552 2.0241
H 1.0171 1.8237 1.9305
H 2.0028 -0.1883 0.2564

The HOMO energy is -9.8 eV. The calculation puts the energy above the lowest of the compared OMol25 structures with the same formula, charge and spin at 39.8 kJ/mol. As for the total charge: 0.

natural (NBO) population analysis, charges in e, atoms 1 to 6: -0.84, 0.79, -0.67, -0.66, -0.24, -0.07

=====

DFT (the ωB97M-V functional and the def2-TZVPD basis) results for 8 unconnected molecules or ions with the total composition C40H49BF21N3O15 at a distorted geometry.

Positions of all 129 atoms, in Å:
C 4.4285 -6.2928 3.1797
C 3.6195 -5.0877 2.7684
C 3.9443 -4.3719 1.6291
C 3.1692 -3.2881 1.2508
C 2.0745 -2.9093 2.0032
C 1.7679 -3.6168 3.1524
C 0.5599 -3.2392 3.9782
C -0.7783 -3.7520 3.3485
C -1.1391 -2.8385 2.2618
N -1.5379 -2.1581 1.4264
C -0.7030 -5.2180 2.8821
C -0.5174 -6.0274 4.0917
N -0.4586 -6.6207 5.0731
B -1.9968 -5.8181 2.1390
N -3.1024 -5.0281 1.6854
O -2.0278 -7.1966 1.9259
C 2.5349 -4.7059 3.5467
H 3.7881 -7.1767 3.1268
H 5.2799 -6.4697 2.5259
H 4.7800 -6.2251 4.2086
H 4.7989 -4.6436 1.0244
H 3.4254 -2.7574 0.3426
H 1.4796 -2.0619 1.6871
H 0.6438 -3.6006 5.0006
H 0.4902 -2.1503 4.0121
H -1.5236 -3.6918 4.1418
H 0.1708 -5.4103 2.2510
H -3.7321 -5.6165 1.1475
H -2.7848 -4.2976 1.0530
H -1.2772 -7.4552 1.3770
H 2.2585 -5.2482 4.4419
C -0.8829 0.9314 1.3666
C -1.2715 2.0065 2.3546
O -0.1355 2.4342 3.1429
C 0.6646 3.3199 2.5766
O 0.5524 3.8034 1.4883
C 1.7832 3.7068 3.5602
F 2.3060 2.6351 4.1661
F 1.2920 4.5221 4.5105
F 2.7699 4.3479 2.9384
H -0.4070 0.0961 1.8755
H -1.7652 0.5675 0.8450
H -0.1734 1.3114 0.6296
H -1.9891 1.6127 3.0627
H -1.7220 2.8609 1.8581
C 7.0785 1.3010 -2.6020
C 5.7171 1.7501 -2.1216
O 4.6680 0.9179 -2.6598
C 4.4516 -0.2258 -2.0307
O 5.0363 -0.6329 -1.0699
C 3.2740 -0.9553 -2.7053
F 3.3822 -0.9236 -4.0379
F 2.1165 -0.3623 -2.3733
F 3.2003 -2.2326 -2.3313
H 7.1060 1.2671 -3.6912
H 7.8470 1.9881 -2.2525
H 7.3154 0.3023 -2.2356
H 5.5010 2.7551 -2.4782
H 5.6577 1.7657 -1.0340
C 7.4142 7.4548 -3.8862
C 7.9379 6.4004 -2.9364
O 8.1592 5.1474 -3.6172
C 9.3019 5.0433 -4.2840
O 10.1559 5.8729 -4.3746
C 9.4059 3.6419 -4.9111
F 8.2557 3.2780 -5.4948
F 9.6881 2.7359 -3.9614
F 10.3640 3.5963 -5.8297
H 6.5142 7.1008 -4.3898
H 7.1773 8.3677 -3.3411
H 8.1507 7.6914 -4.6534
H 7.2035 6.1842 -2.1633
H 8.8541 6.7216 -2.4430
C -2.4217 -2.3837 -1.7695
C -3.8994 -2.6749 -1.6418
O -4.6852 -1.8103 -2.4910
C -4.7814 -2.1692 -3.7585
O -4.2847 -3.1313 -4.2701
C -5.6867 -1.1782 -4.5129
F -5.3919 0.0884 -4.1990
F -6.9700 -1.3984 -4.1900
F -5.5549 -1.3258 -5.8269
H -2.2241 -1.3316 -1.5666
H -1.8575 -2.9856 -1.0602
H -2.0579 -2.5986 -2.7747
H -4.2387 -2.4705 -0.6278
H -4.1270 -3.7179 -1.8636
C 0.2987 7.3225 4.5020
C -1.1099 7.6291 4.9596
O -1.1416 8.7730 5.8379
C -1.1325 9.9593 5.2482
O -1.1019 10.1756 4.0732
C -1.2145 11.0672 6.3146
F -0.3867 10.8240 7.3377
F -2.4625 11.1442 6.8000
F -0.8963 12.2486 5.7937
H 0.9600 7.1925 5.3588
H 0.3083 6.4186 3.9063
H 0.6983 8.1374 3.8981
H -1.5079 6.8031 5.5456
H -1.7808 7.7888 4.1164
C -3.9589 -5.6813 -6.0826
C -4.8464 -6.0844 -4.9262
O -5.4791 -7.3563 -5.1868
C -4.7478 -8.4307 -4.9360
O -3.6284 -8.4548 -4.5157
C -5.5743 -9.6980 -5.2229
F -6.2372 -9.5987 -6.3808
F -6.4732 -9.8888 -4.2452
F -4.7900 -10.7703 -5.2825
H -4.5253 -5.6818 -7.0147
H -3.5526 -4.6879 -5.9173
H -3.1310 -6.3803 -6.2038
H -5.6567 -5.3700 -4.8060
H -4.2968 -6.1199 -3.9866
C -7.5202 1.0424 0.3888
C -6.6832 2.1530 -0.2061
O -6.1484 3.0142 0.8233
C -5.0571 2.5836 1.4301
O -4.4710 1.5613 1.2193
C -4.5778 3.6265 2.4560
F -5.5826 4.1077 3.1922
F -3.9950 4.6591 1.8302
F -3.6786 3.0794 3.2757
H -8.3056 1.4547 1.0227
H -7.9794 0.4531 -0.4039
H -6.9125 0.3799 1.0047
H -7.2937 2.7982 -0.8335
H -5.8734 1.7624 -0.8210

The HOMO energy is -9.4 eV. As for the total charge: 0.

Mulliken population analysis, charges in e, atoms 1 to 6: -1.45, 0.91, -0.98, -0.59, -0.50, 0.71

=====

DFT (the ωB97M-V functional and the def2-TZVPD basis) results for 13 unconnected molecules or ions with the total composition BF4H24O12 at a distorted geometry.

Positions of all 41 atoms, in Å:
B -28.2642 -2.2228 -7.9935
F -29.1334 -3.3493 -8.0364
F -28.3348 -1.6016 -6.7368
F -26.9196 -2.7478 -8.0862
F -28.5110 -1.3516 -9.0601
O -31.3194 -2.9557 -6.3957
H -31.5948 -3.8284 -6.0972
H -30.5476 -3.1248 -6.9822
O -29.9578 0.5020 -5.7095
H -30.5500 0.3032 -6.4558
H -29.5425 -0.3407 -5.4978
O -31.6711 -0.7197 -8.0126
H -31.2108 -1.0317 -8.8039
H -31.8751 -1.5272 -7.4959
O -24.1031 -2.5424 -5.8153
H -24.2401 -2.3352 -6.7470
H -24.5114 -1.7970 -5.3279
O -29.9983 0.2113 -10.7346
H -29.7633 -0.2006 -11.5718
H -29.3691 -0.1685 -10.0956
O -27.9873 -3.8879 -4.3326
H -27.6498 -3.6913 -5.2122
H -28.5186 -3.1229 -4.0871
O -25.6725 1.4820 -6.8615
H -26.5749 1.1446 -6.9903
H -25.3366 1.6678 -7.7445
O -24.2624 -2.4703 -9.0440
H -25.2241 -2.5635 -8.9589
H -24.1230 -2.1760 -9.9494
O -24.8053 0.0140 -4.7133
H -24.6311 0.7656 -4.1410
H -25.1392 0.4343 -5.5458
O -30.5628 -3.0939 -11.3427
H -30.6945 -3.5469 -12.1820
H -29.8747 -3.6091 -10.8961
O -25.9968 -4.7647 -6.1829
H -26.2272 -5.5824 -6.6408
H -26.1872 -4.0943 -6.8686
O -27.7159 -3.7247 -10.8178
H -27.9184 -3.0328 -10.1627
H -27.9229 -4.5500 -10.3625

The HOMO energy is -7.4 eV. The calculation puts the energy above the lowest of the compared OMol25 structures with the same formula, charge and spin at 80.4 kJ/mol. As for the total charge: -1.

natural (NBO) population analysis, charges in e, atoms 1 to 6: 1.35, -0.58, -0.56, -0.60, -0.57, -0.98

=====

DFT (the ωB97M-V functional and the def2-TZVPD basis) results for 3 unconnected molecules or ions with the total composition C2H8ClN4O2 at a distorted geometry.

Positions of all 17 atoms, in Å:
Cl -0.6043 0.3490 -0.0702
C -0.2293 2.2183 -3.5895
O -0.2791 2.8476 -2.5466
N -0.2481 0.8611 -3.5629
N -0.2990 2.7744 -4.8647
H -0.1510 0.4523 -2.6358
H -0.1462 0.3335 -4.4051
H 0.1280 2.1552 -5.5379
H 0.0692 3.7048 -4.9851
C 0.0553 -1.5522 4.3024
O -0.1958 -0.4546 4.8275
N 0.8407 -2.4956 4.8880
N -0.1520 -1.6989 2.9676
H 0.9777 -3.3064 4.3089
H 1.0971 -2.5528 5.8501
H -0.6944 -1.0051 2.4692
H -0.1687 -2.6305 2.5841

The HOMO energy is -3.9 eV. The calculation puts the energy above the lowest of the compared OMol25 structures with the same formula, charge and spin at 116.0 kJ/mol. As for the total charge: -1.

natural (NBO) population analysis, charges in e, atoms 1 to 6: -0.97, 0.76, -0.62, -0.86, -0.85, 0.46

=====

DFT (the ωB97M-V functional and the def2-TZVPD basis) results for a gas-phase ion, C2H4NO2 (charge -1) at a distorted geometry.

Positions of all 9 atoms, in Å:
O -2.0924 1.4925 0.5286
N -1.7564 0.1181 0.7877
C -0.3026 0.1624 0.7301
C 0.6977 -0.2746 -0.1995
O 0.5293 -1.0705 0.9338
H -2.1782 -0.5044 -0.0381
H 0.1425 1.0587 1.2220
H 0.6077 -0.7990 -1.2218
H 1.6407 0.3067 -0.1489

The HOMO energy is -1.7 eV. The calculation puts the energy above the lowest of the compared OMol25 structures with the same formula, charge and spin at 534.5 kJ/mol. As for the total charge: -1.

natural (NBO) population analysis, charges in e, atoms 1 to 6: -0.85, -0.38, 0.21, -0.13, -0.57, 0.27